Formula: C7H8O
Source: the OMol25 dataset
Level of theory: ωB97M-V with the def2-TZVPD basis set

Element x y z (Å)
C1 2.26 0.10 1.00
C2 0.96 0.03 0.19
C3 0.09 -0.96 0.58
C4 -1.22 -1.00 0.18
C5 -1.70 -0.07 -0.88
O1 -2.86 -0.33 -1.44
C6 -0.75 0.91 -1.27
C7 0.51 1.04 -0.55
H1 2.15 0.87 1.74
H2 3.10 0.14 0.28
H3 2.46 -0.64 1.76
H4 0.56 -1.70 1.22
H5 -1.93 -1.82 0.41
H6 -3.58 -0.20 -0.82
H7 -1.06 1.67 -1.96
H8 1.01 1.97 -0.42

Properties
HOMO = -8.58 eV
maximum force = 0.11564 Eh/bohr

Results of the natural (NBO) charge analysis, in e, for atoms 1 through 8: atom 1 (C): -0.644, atom 2 (C): -0.051, atom 3 (C): -0.194, atom 4 (C): -0.260, atom 5 (C): 0.292, atom 6 (O): -0.684, atom 7 (C): -0.263, atom 8 (C): -0.193



Formula: C7H8O
Source: the OMol25 dataset
Level of theory: ωB97M-V with the def2-TZVPD basis set

Element x y z (Å)
C1 -0.83 1.28 -0.43
C2 -1.05 -0.14 -0.81
C3 -0.39 -0.72 0.94
C4 0.21 0.71 0.77
C5 1.49 0.35 0.26
C6 1.49 -0.72 -0.55
C7 -0.02 -1.12 -0.32
H1 0.01 1.96 -1.05
H2 -1.74 1.75 -0.07
H3 -1.70 -0.17 -1.66
H4 -0.51 -1.56 1.83
H5 -0.04 1.72 1.37
H6 2.59 0.81 0.66
H7 2.54 -1.26 -0.82
H8 -0.38 -2.18 -0.52
O1 -1.67 -0.69 0.40

Properties
HOMO = -9.11 eV
maximum force = 0.19234 Eh/bohr

Results of the natural (NBO) charge analysis, in e, for atoms 1 through 8: atom 1 (C): -0.393, atom 2 (C): 0.045, atom 3 (C): 0.073, atom 4 (C): -0.330, atom 5 (C): -0.215, atom 6 (C): -0.242, atom 7 (C): -0.271, atom 8 (H): 0.229



| no. | DFT total energy (Ha) |
| --- | --- |
| 1 | -346.7206 |
| 2 | -346.5242 |